[1]
A molecular structure, C3H40AlI2O16, computed with wB97M-V/def2-TZVPD.

```
62
C3H40AlI2O16 | the OMol25 dataset | wB97M-V/def2-TZVPD
C 0.61 -0.41 2.12
C -0.47 0.60 2.52
I -0.91 1.81 0.74
C -1.74 -0.05 3.12
Al -3.35 -0.40 1.88
I -2.38 1.18 4.79
H 0.21 -1.37 1.81
H 1.17 0.03 1.30
H 1.32 -0.49 2.93
H -0.09 1.32 3.24
H -1.43 -1.02 3.52
H -2.94 -0.67 0.35
H -4.18 -1.65 2.44
H -4.33 0.88 2.00
O 2.49 -2.78 1.71
H 3.24 -2.24 2.00
H 2.89 -3.46 1.15
O 3.16 1.30 2.73
H 2.94 2.10 2.24
H 2.74 1.44 3.59
O -4.56 -3.08 4.34
H -3.77 -2.98 4.88
H -5.20 -3.51 4.92
O 0.61 -0.06 -1.96
H 0.14 0.28 -1.18
H 0.07 -0.82 -2.21
O 1.02 -1.03 5.65
H 1.58 -1.27 4.91
H 0.35 -0.46 5.27
O 1.04 3.66 3.39
H 0.47 3.61 2.61
H 1.13 4.61 3.56
O 0.23 -2.48 -0.49
H 0.84 -2.37 0.25
H 0.04 -3.43 -0.50
O 0.10 5.38 -1.03
H -0.71 5.00 -0.66
H 0.57 4.61 -1.37
O 2.79 6.72 -2.15
H 1.98 6.34 -1.79
H 3.27 5.97 -2.50
O 0.00 -0.11 -4.79
H 0.36 -0.02 -3.89
H 0.67 -0.60 -5.27
O -0.13 -2.78 -6.61
H -0.83 -3.25 -6.13
H -0.58 -2.01 -6.96
O -1.26 7.86 0.68
H -0.52 8.38 0.98
H -0.86 7.15 0.16
O -2.46 -1.38 -5.29
H -2.92 -1.15 -6.10
H -1.69 -0.79 -5.26
O -1.99 -3.56 1.37
H -1.48 -2.96 0.81
H -2.86 -3.13 1.42
O 3.05 -3.29 -1.29
H 3.61 -3.62 -2.00
H 2.44 -2.68 -1.72
O 2.32 -4.63 -6.61
H 2.79 -3.96 -7.11
H 1.43 -4.27 -6.53
```

As for the total charge: -1. The spin multiplicity is 1. The HOMO energy is -5.3 eV. For the HOMO-LUMO gap, the calculation gives 7.01 eV.

Atomic partial charges in e from the Mulliken method, atoms 1 to 6: -0.813 -0.017 -0.241 -0.780 0.393 -0.053

=====

[2]
C3H5N5 in the gas phase, computed with wB97M-V/def2-TZVPD.

```
13
C3H5N5 | the OMol25 dataset | wB97M-V/def2-TZVPD
H -2.56 0.92 -0.02
N -2.66 -0.04 0.48
C -1.45 -0.46 0.77
N -0.37 0.24 0.29
C -0.14 1.23 -0.65
N 0.97 1.20 -1.30
N 1.68 0.19 -0.62
C 0.88 -0.49 0.23
N 1.07 -1.66 0.81
H 2.12 -1.81 0.70
H -1.35 -1.36 1.28
H -0.80 2.12 -0.80
H 2.62 -0.08 -1.17
```

The spin multiplicity is 1. The HOMO energy is -8.7 eV. For the HOMO-LUMO gap, the calculation gives 9.32 eV.

Atomic partial charges in e from the Mulliken method, atoms 1 to 6: 0.213 -0.613 0.065 -0.006 0.009 -0.534

=====

[3]
12 unconnected molecules or ions with the total composition C6H37NO11, computed with wB97M-V/def2-TZVPD.

```
55
C6H37NO11 | the OMol25 dataset | wB97M-V/def2-TZVPD
C 2.23 3.21 0.08
C 1.84 1.78 -0.35
C 0.41 1.40 0.38
N 0.35 0.00 0.67
C -0.27 -0.83 -0.42
C -0.40 -2.29 0.05
C -1.71 -0.32 -0.81
H 3.28 3.29 -0.27
H 1.59 3.99 -0.29
H 2.09 3.19 1.17
H 1.49 1.74 -1.40
H 2.70 1.13 -0.45
H -0.27 1.79 -0.37
H 0.26 2.02 1.29
H -0.14 -0.21 1.53
H 0.37 -0.66 -1.29
H -0.64 -2.37 1.12
H -1.17 -2.86 -0.46
H 0.51 -2.86 -0.18
H -1.67 -0.25 -1.93
H -2.52 -1.03 -0.63
H -1.87 0.61 -0.25
O -0.67 4.69 -0.19
H -0.02 3.99 -0.38
H -0.20 5.33 -0.75
O -2.72 4.01 1.64
H -2.09 4.33 0.97
H -2.73 3.08 1.39
O 1.52 0.06 5.08
H 0.83 0.73 5.03
H 1.91 0.19 4.20
O 3.66 -1.14 2.83
H 4.18 -1.89 3.17
H 3.17 -1.40 2.05
O 2.76 -2.15 -0.04
H 2.67 -2.42 -0.96
H 1.96 -1.79 0.34
O -4.29 2.09 0.31
H -5.00 1.75 0.88
H -4.43 3.04 0.46
O -0.12 -2.76 4.67
H -0.48 -2.02 4.15
H 0.75 -2.92 4.29
O -2.94 0.56 -3.43
H -3.64 0.97 -2.92
H -2.70 0.94 -4.29
O 1.21 -2.82 -3.20
H 1.95 -2.67 -3.81
H 0.60 -2.22 -3.66
O -1.58 -2.28 -3.93
H -1.89 -2.92 -3.28
H -2.09 -1.48 -3.73
O 0.98 -4.70 -1.26
H 1.34 -4.37 -2.11
H 1.64 -4.27 -0.70
```

The spin multiplicity is 1. The HOMO energy is -9.1 eV. For the HOMO-LUMO gap, the calculation gives 9.10 eV.

Atomic partial charges in e from the Mulliken method, atoms 1 to 6: -1.314 -0.452 -0.980 0.046 0.722 -1.101

=====

[4]
C25H31N7O3 in the gas phase, computed with wB97M-V/def2-TZVPD.

```
66
C25H31N7O3 | the OMol25 dataset | wB97M-V/def2-TZVPD
C -7.19 -0.73 1.19
C -5.77 -0.23 1.20
C -4.96 -0.54 2.30
C -3.65 -0.13 2.36
C -3.11 0.62 1.31
C -1.73 0.99 1.26
C -1.20 1.65 0.20
C 0.27 1.91 0.05
N 0.97 0.73 -0.47
C 2.37 1.03 -0.70
C 3.14 1.16 0.62
N 4.53 0.78 0.45
C 5.29 1.77 -0.30
C 6.72 1.25 -0.50
O 7.35 1.00 0.72
C 6.62 0.06 1.47
C 5.19 0.54 1.73
C 0.32 0.21 -1.66
C -0.84 -0.65 -1.30
N -2.01 -0.70 -1.89
N -2.72 -1.63 -1.27
N -2.05 -2.16 -0.33
N -0.85 -1.58 -0.31
C 0.15 -1.95 0.64
C 1.44 -2.35 -0.01
C 1.70 -2.96 -1.20
C 3.11 -3.04 -1.30
C 3.59 -2.47 -0.16
O 2.59 -2.05 0.62
C -2.06 2.09 -0.89
O -1.69 2.76 -1.84
N -3.38 1.71 -0.78
C -3.92 0.95 0.21
C -5.26 0.52 0.15
C -6.06 0.86 -1.07
H -7.89 0.10 1.10
H -7.34 -1.41 0.35
H -7.41 -1.26 2.11
H -5.38 -1.12 3.11
H -3.03 -0.39 3.20
H -1.10 0.69 2.09
H 0.39 2.77 -0.63
H 0.71 2.15 1.02
H 2.82 0.19 -1.24
H 2.49 1.94 -1.31
H 2.70 0.46 1.34
H 3.05 2.18 1.03
H 4.82 1.92 -1.27
H 5.33 2.73 0.23
H 7.33 2.00 -1.02
H 6.68 0.33 -1.11
H 7.15 -0.08 2.41
H 6.58 -0.90 0.93
H 4.64 -0.23 2.27
H 5.23 1.46 2.34
H 1.03 -0.41 -2.21
H -0.04 1.00 -2.34
H -0.27 -2.77 1.23
H 0.36 -1.10 1.30
H 0.98 -3.32 -1.92
H 3.68 -3.46 -2.10
H 4.59 -2.30 0.19
H -3.95 1.95 -1.58
H -5.57 0.45 -1.96
H -6.15 1.94 -1.19
H -7.06 0.44 -1.02
```

The spin multiplicity is 1. The HOMO energy is -8.1 eV. For the HOMO-LUMO gap, the calculation gives 8.37 eV.

Atomic partial charges in e from the Mulliken method, atoms 1 to 6: -1.864 1.450 -0.989 -1.342 0.773 -0.081

=====

[5]
14 unconnected molecules or ions with the total composition C49H98O28, computed with wB97M-V/def2-TZVPD.

```
175
C49H98O28 | the OMol25 dataset | wB97M-V/def2-TZVPD
C 1.99 -3.83 4.95
C 2.91 -4.60 4.01
C 4.25 -3.92 3.90
O 4.31 -3.26 5.17
C 2.96 -2.79 5.52
H 1.68 -4.54 5.72
H 1.10 -3.42 4.46
H 2.51 -4.63 2.99
H 3.05 -5.57 4.48
H 4.25 -3.18 3.10
H 5.05 -4.65 3.89
H 2.83 -1.85 4.99
H 2.78 -2.65 6.58
C 9.78 3.65 -6.15
C 10.07 2.12 -6.14
C 8.73 1.50 -5.56
O 8.11 2.61 -4.81
C 8.85 3.82 -4.97
H 9.30 3.96 -7.08
H 10.73 4.15 -5.94
H 10.86 1.92 -5.41
H 10.40 1.64 -7.06
H 8.90 0.63 -4.92
H 8.01 1.45 -6.37
H 9.33 3.98 -4.01
H 8.13 4.61 -5.17
C 3.69 6.95 -2.52
C 3.45 8.46 -2.57
C 3.91 8.88 -3.98
O 3.83 7.65 -4.74
C 3.35 6.56 -3.93
H 3.13 6.47 -1.71
H 4.76 6.90 -2.33
H 4.00 8.93 -1.75
H 2.43 8.74 -2.30
H 4.99 9.07 -3.97
H 3.21 9.62 -4.36
H 4.05 5.78 -4.23
H 2.29 6.36 -4.06
C -3.99 7.97 1.39
C -2.78 8.47 0.58
C -2.79 7.51 -0.59
O -3.71 6.46 -0.34
C -4.02 6.53 1.00
H -4.94 8.39 1.04
H -3.81 8.16 2.45
H -1.91 8.37 1.22
H -2.87 9.50 0.24
H -1.78 7.12 -0.69
H -3.11 8.10 -1.45
H -3.46 5.93 1.73
H -5.03 6.16 1.09
C -4.33 -3.52 9.04
C -5.67 -4.00 8.61
C -5.93 -3.41 7.22
O -4.70 -2.83 6.84
C -4.00 -2.45 8.06
H -3.63 -4.34 9.20
H -4.26 -2.91 9.94
H -6.38 -3.54 9.31
H -5.77 -5.07 8.81
H -6.79 -2.74 7.15
H -6.10 -4.23 6.53
H -4.35 -1.47 8.39
H -2.93 -2.40 7.87
C 11.36 -3.21 0.02
C 10.96 -1.73 0.01
C 9.48 -1.88 0.33
O 9.59 -2.86 1.35
C 10.61 -3.90 1.16
H 12.45 -3.28 0.09
H 11.09 -3.55 -0.98
H 11.06 -1.26 -0.97
H 11.53 -1.10 0.69
H 8.87 -2.31 -0.47
H 9.04 -0.99 0.76
H 10.23 -4.88 0.87
H 11.27 -3.92 2.03
C -10.65 -0.89 1.57
C -9.15 -0.92 1.13
C -8.76 0.54 1.30
O -9.48 0.98 2.41
C -10.76 0.31 2.51
H -10.86 -1.79 2.14
H -11.26 -0.82 0.67
H -8.95 -1.37 0.16
H -8.63 -1.44 1.94
H -9.12 1.15 0.47
H -7.68 0.63 1.42
H -11.58 0.95 2.18
H -10.88 -0.01 3.55
C -1.15 -2.28 -12.24
O -0.75 -2.56 -10.91
C 0.36 -3.26 -10.66
O 1.01 -3.90 -11.48
O 0.78 -3.07 -9.33
C -0.03 -2.53 -8.30
H -0.98 -3.12 -12.92
H -0.62 -1.44 -12.70
H -2.22 -2.11 -12.17
H 0.39 -2.53 -7.29
H -0.95 -3.11 -8.20
H -0.32 -1.50 -8.47
C 4.79 -7.19 -2.00
O 4.03 -7.39 -3.17
C 3.93 -6.41 -4.11
O 4.49 -5.31 -4.09
O 2.99 -6.74 -5.03
C 1.72 -7.23 -4.52
H 5.27 -8.15 -1.76
H 4.16 -6.93 -1.15
H 5.59 -6.47 -2.12
H 1.06 -7.52 -5.33
H 1.29 -6.34 -4.06
H 1.76 -8.06 -3.82
C -4.86 -9.78 -1.05
O -3.46 -9.70 -0.78
C -2.85 -8.51 -0.43
O -1.61 -8.40 -0.23
O -3.73 -7.49 -0.37
C -3.30 -6.26 0.33
H -5.20 -9.15 -1.87
H -5.45 -9.72 -0.14
H -5.02 -10.79 -1.41
H -2.22 -6.15 0.30
H -3.64 -6.29 1.36
H -3.74 -5.40 -0.17
C 1.89 7.94 5.68
O 2.21 6.77 4.91
C 3.33 6.01 5.21
O 3.98 6.23 6.22
O 3.54 5.17 4.21
C 4.68 4.34 4.27
H 0.90 8.31 5.44
H 2.70 8.66 5.63
H 1.93 7.72 6.75
H 5.62 4.89 4.27
H 4.76 3.60 3.47
H 4.70 3.83 5.23
C -10.50 -2.75 -6.18
O -9.36 -2.00 -5.73
C -8.32 -2.63 -5.21
O -8.16 -3.85 -4.95
O -7.40 -1.71 -4.95
C -6.01 -2.08 -4.85
H -11.23 -2.14 -6.72
H -11.07 -3.13 -5.33
H -10.19 -3.56 -6.83
H -5.80 -3.00 -4.30
H -5.40 -1.28 -4.44
H -5.54 -2.21 -5.83
C -1.95 4.30 8.37
O -2.85 4.39 7.19
C -3.88 5.22 7.27
O -4.05 6.13 8.07
O -4.83 4.75 6.42
C -5.97 5.52 6.21
H -1.15 5.02 8.26
H -1.56 3.28 8.35
H -2.52 4.53 9.27
H -6.48 5.84 7.12
H -6.75 5.03 5.63
H -5.74 6.41 5.63
C -1.31 0.53 1.57
O 0.06 0.74 1.19
C 0.52 0.15 0.10
O -0.06 -0.61 -0.67
O 1.80 0.43 0.06
C 2.48 0.23 -1.17
H -1.99 0.73 0.75
H -1.65 1.20 2.36
H -1.56 -0.43 2.03
H 3.54 0.47 -1.02
H 2.06 0.87 -1.95
H 2.33 -0.82 -1.43
```

The spin multiplicity is 1. The HOMO energy is -9.3 eV. For the HOMO-LUMO gap, the calculation gives 9.36 eV.

Atomic partial charges in e from the Mulliken method, atoms 1 to 6: -0.459 -0.453 -0.434 -0.405 -0.429 0.203

=====

[6]
A molecular structure, C19H24N5NiS, computed with wB97M-V/def2-TZVPD.

```
50
C19H24N5NiS | the OMol25 dataset | wB97M-V/def2-TZVPD
Ni 0.64 1.17 0.76
N 4.01 3.57 1.94
C 2.79 2.97 1.63
S 2.81 1.28 1.20
N 1.73 3.69 1.64
N 0.63 2.97 1.26
C -0.55 3.57 1.23
C -1.61 2.78 0.78
C -2.95 3.20 0.65
C -3.90 2.35 0.16
C -3.51 1.04 -0.21
C -2.20 0.67 -0.04
N -1.25 1.48 0.45
H 4.70 2.93 2.30
H 3.90 4.40 2.50
H -0.65 4.61 1.50
H -3.21 4.22 0.93
H -4.93 2.67 0.06
H -4.22 0.33 -0.61
H -1.87 -0.33 -0.32
C 1.04 1.13 -2.41
C 1.43 -0.35 -2.54
C 2.85 -0.60 -2.02
C 0.44 -1.32 -1.92
C -0.20 -2.20 -2.78
C -1.04 -3.21 -2.34
C -1.18 -3.40 -0.98
C -0.53 -2.60 -0.06
C -0.68 -2.92 1.42
C 0.67 -3.24 2.08
C -1.44 -1.87 2.22
C 0.24 -1.46 -0.50
N 0.70 -0.66 0.46
H 1.81 1.76 -2.87
H 0.96 1.41 -1.36
H 0.08 1.33 -2.89
H 1.43 -0.59 -3.61
H 2.90 -0.45 -0.94
H 3.56 0.08 -2.49
H 3.15 -1.63 -2.24
H -0.04 -2.08 -3.85
H -1.55 -3.86 -3.05
H -1.80 -4.22 -0.61
H -1.27 -3.84 1.45
H 1.29 -2.34 2.11
H 1.20 -4.02 1.54
H 0.51 -3.59 3.11
H -0.90 -0.92 2.23
H -1.58 -2.21 3.25
H -2.43 -1.69 1.79
```

As for the total charge: -1. The spin multiplicity is 3. The HOMO energy (spin up / spin down) is -2.5 / -3.8 eV. For the HOMO-LUMO gap (spin up / spin down), the calculation gives 5.57 / 6.58 eV.

Atomic partial charges in e from the Mulliken method, atoms 1 to 6: -0.857 -0.510 0.562 -0.618 -1.301 1.212

=====

spin multiplicity of number 1 (C3H40AlI2O16)? 1